Record 1
54
Properties=species:S:1:pos:R:3:mulliken_charge:R:1 method="wB97M-V/def2-TZVPD" de_lowest_kcal_mol=10.2 multiplicity=1 gap_ha=0.2331 total_charge=-1
Cd 1.2830 0.4605 1.5275 1.766
Se 0.5374 1.8479 3.6648 -0.625
Se 2.1236 0.6936 4.9632 -0.281
Te 4.2068 0.7511 3.5540 -0.091
Se 3.5588 -0.7653 1.6490 -0.631
C -0.8217 -2.7994 4.2758 -1.620
C -0.8964 -1.7436 3.2018 0.513
O 0.0756 -1.4845 2.5064 -0.237
N -2.0880 -1.1181 3.0841 0.044
C -2.3773 -0.2116 2.0021 -0.256
C -2.8541 -0.8999 0.7422 0.641
C -3.5380 -0.1714 -0.2245 -0.563
C -3.8709 -0.7875 -1.4144 -0.309
C -3.5299 -2.1189 -1.5945 -0.442
C -2.8706 -2.7671 -0.5645 -0.348
N -2.5365 -2.1810 0.5836 -0.307
H 0.2109 -3.1212 4.3693 0.347
H -1.4487 -3.6496 4.0019 0.379
H -1.1652 -2.4021 5.2320 0.399
H -2.8417 -1.4276 3.6726 0.234
H -1.4651 0.3336 1.7658 -0.393
H -3.1131 0.5251 2.3273 0.364
H -3.7552 0.8758 -0.0590 0.301
H -4.3700 -0.2332 -2.1983 0.383
H -3.7502 -2.6382 -2.5168 0.386
H -2.5796 -3.8069 -0.6675 0.396
O 2.0391 2.4267 0.4848 -0.598
S 0.9202 3.2176 -0.1651 0.554
C 1.5305 4.9127 -0.0709 -0.869
C 2.6894 4.9522 -1.0566 -0.555
C 2.1259 4.3438 -2.3436 -0.623
C 1.2658 3.1322 -1.9489 -0.667
H 1.7921 5.0890 0.9710 0.436
H 0.7121 5.5737 -0.3690 0.366
H 3.4970 4.3316 -0.6651 0.252
H 3.0750 5.9613 -1.2093 0.383
H 2.9153 4.0547 -3.0369 0.319
H 1.4999 5.0830 -2.8496 0.268
H 1.7818 2.1784 -2.0504 0.222
H 0.3153 3.0609 -2.4760 0.515
Br 1.7834 -3.3532 -5.0733 -0.254
C 1.3612 -2.8897 -3.2728 -0.028
C 1.6777 -3.7802 -2.2607 -0.258
C 1.3537 -3.4406 -0.9545 -1.215
C 0.7406 -2.2280 -0.6738 0.100
C 0.4476 -1.3377 -1.7005 0.375
C 0.7468 -1.6795 -3.0154 -0.508
C -0.2063 0.0103 -1.4338 0.127
O -0.7937 0.5664 -2.3626 -0.757
O -0.0959 0.4746 -0.2504 -0.439
H 2.1677 -4.7165 -2.4895 0.409
H 1.5888 -4.1226 -0.1477 0.460
H 0.4598 -1.9908 0.3430 0.377
H 0.4852 -0.9907 -3.8062 0.556

Record 2
48
Properties=species:S:1:pos:R:3:mulliken_charge:R:1 method="wB97M-V/def2-TZVPD" de_lowest_kcal_mol=17.6 multiplicity=1 gap_ha=0.2973 total_charge=0
C 6.4697 2.5427 0.1271 -1.373
C 5.5345 1.4514 -0.3792 0.211
C 5.8762 0.0916 0.2383 -0.987
C 5.0001 -1.0069 -0.3380 0.841
O 5.3865 -1.6915 -1.2676 -0.678
N 3.7798 -1.2036 0.2189 0.126
C 3.1250 -0.4163 1.2330 -1.204
C 1.8647 0.2453 0.6539 -0.850
N 0.9958 -0.7969 0.1601 0.331
C -0.3722 -0.5533 0.0726 -0.386
C -0.9057 0.7359 -0.0003 -0.152
C -2.2665 0.9577 -0.0365 -1.263
C -3.1608 -0.1094 -0.0113 0.893
N -4.5266 0.1694 -0.0625 -0.035
C -5.5785 -0.7051 -0.0279 0.516
O -5.4727 -1.9126 0.0599 -0.742
C -6.8969 -0.0613 -0.1041 0.421
C -7.2888 1.2481 -0.2196 -0.495
C -8.6867 1.3942 -0.2566 -0.494
C -9.3355 0.1996 -0.1686 -0.428
S -8.2607 -1.1253 -0.0398 -0.068
C -2.6564 -1.4039 0.0744 -0.511
C -1.2925 -1.6096 0.1295 0.172
Cl -0.7423 -3.2373 0.3337 -0.223
C 1.6433 -1.5573 -0.8939 -0.703
C 2.8999 -2.2165 -0.3307 -0.885
H 7.5013 2.3052 -0.1211 0.330
H 6.3924 2.6435 1.2080 0.343
H 6.2193 3.4992 -0.3256 0.380
H 4.5025 1.7226 -0.1450 -0.041
H 5.6190 1.3716 -1.4648 0.344
H 5.8074 0.1311 1.3260 0.342
H 6.9035 -0.1630 -0.0282 0.439
H 3.7877 0.3467 1.6340 0.467
H 2.8190 -1.0843 2.0477 0.302
H 1.3547 0.7960 1.4462 0.547
H 2.1618 0.9481 -0.1434 0.379
H -0.2399 1.5834 -0.0428 0.473
H -2.6386 1.9709 -0.0956 0.310
H -4.7502 1.1514 -0.1299 -0.007
H -6.6187 2.0885 -0.2794 0.298
H -9.1859 2.3426 -0.3442 0.393
H -10.3933 0.0264 -0.1724 0.447
H -3.3327 -2.2412 0.1187 0.735
H 0.9656 -2.3161 -1.2785 0.541
H 1.9289 -0.8898 -1.7241 0.232
H 3.4445 -2.7452 -1.1136 0.427
H 2.6192 -2.9162 0.4631 0.284

Record 3
61
Properties=species:S:1:pos:R:3:mulliken_charge:R:1 method="wB97M-V/def2-TZVPD" de_lowest_kcal_mol=40.4 multiplicity=1 gap_ha="0.2553 / 0.2528" total_charge=-1
Co -0.1296 -0.8147 1.2885 1.732
O 0.7426 0.8599 4.8238 -0.507
P 1.2245 -0.3222 3.8398 0.594
O 2.0396 -1.3393 4.5211 -0.730
O -0.0566 -0.9001 3.2050 -0.608
O 1.9876 0.6011 2.7894 -0.006
P 2.7826 -0.0911 1.5190 0.577
O 2.7977 1.1099 0.4886 -0.573
O 4.1322 -0.5196 1.8900 -0.806
O 1.8391 -1.2004 1.0307 -0.643
H 0.0674 0.4974 5.3947 0.294
H 2.0333 1.0690 -0.1046 0.422
C 2.2410 -6.0646 -3.6110 -1.418
C 1.7116 -4.7225 -3.2028 1.104
C 0.5899 -4.1823 -3.8187 -0.794
C 0.1296 -2.9258 -3.4618 -0.590
C 0.7916 -2.2043 -2.4872 -0.299
C 1.9083 -2.7226 -1.8558 -0.262
C 2.3631 -3.9781 -2.2226 -1.028
S 0.1108 -0.6290 -1.9672 1.265
O 1.1966 0.2425 -1.6126 -0.789
O -0.7717 -0.1657 -3.0135 -0.741
N -0.6877 -1.1432 -0.6439 0.357
C -2.0149 -1.1303 -0.4447 1.038
C -3.0305 -1.0677 -1.4133 -0.994
C -4.3337 -1.1557 -0.9856 -0.447
C -4.6167 -1.3106 0.3716 -0.730
C -3.5573 -1.3422 1.2590 -0.369
N -2.2978 -1.2686 0.8651 -0.262
H 1.5813 -6.5393 -4.3312 0.339
H 2.3452 -6.7164 -2.7477 0.342
H 3.2246 -5.9568 -4.0646 0.315
H 0.0680 -4.7454 -4.5793 0.302
H -0.7297 -2.4783 -3.9383 0.452
H 2.3995 -2.1368 -1.0928 0.571
H 3.2362 -4.3912 -1.7397 0.413
H -2.7645 -0.9156 -2.4464 0.484
H -5.1379 -1.1087 -1.7076 0.399
H -5.6349 -1.3928 0.7230 0.383
H -3.7033 -1.4451 2.3246 0.453
C 0.7766 7.4238 0.6300 -1.409
C 0.1956 6.0438 0.7729 1.075
C -0.8748 5.6334 -0.0109 -0.745
C -1.3761 4.3470 0.0992 -0.486
C -0.8209 3.4676 1.0056 -0.549
C 0.2343 3.8568 1.8083 -0.263
C 0.7351 5.1432 1.6887 -0.890
S -1.3659 1.7610 0.9985 1.804
O -2.3099 1.6346 -0.0906 -0.677
O -1.8873 1.3816 2.2925 -0.743
O -0.0674 1.0710 0.7221 -0.045
H 0.2686 7.9874 -0.1502 0.336
H 1.8342 7.3714 0.3722 0.324
H 0.6936 7.9761 1.5663 0.324
H -1.3015 6.3162 -0.7316 0.282
H -2.1896 4.0000 -0.5159 0.517
H 0.6588 3.1490 2.5027 0.405
H 1.5745 5.4561 2.2924 0.393
O 0.1123 -3.2226 1.7028 -0.611
H -0.0235 -3.0742 2.6476 0.354
H 1.0576 -3.0741 1.5561 0.361

Record 4
71
Properties=species:S:1:pos:R:3:mulliken_charge:R:1 method="wB97M-V/def2-TZVPD" multiplicity=1 gap_ha=0.3584 total_charge=+1
C -2.4381 0.1070 1.1010 -0.595
O -2.8796 1.4426 0.8077 -0.367
C -2.1047 2.0939 -0.1683 -0.285
S -0.2651 1.8403 -0.0615 0.157
C 0.1082 0.5552 -1.3723 -0.430
C 1.3820 0.9486 -2.2200 -0.103
N 2.5008 1.2241 -1.6645 -0.530
H -2.2312 -0.5104 0.1920 0.248
H -3.2831 -0.3880 1.6407 0.329
H -1.5766 0.0710 1.8195 0.218
H -2.3999 1.8574 -1.2221 0.378
H -2.2879 3.1916 -0.0395 0.371
H 0.0965 1.3415 1.1738 0.267
H 0.3323 -0.3839 -0.8165 0.240
H -0.8017 0.4430 -2.0023 0.512
H 1.2807 0.9573 -3.3288 0.383
H 2.3331 1.1296 -0.6533 0.215
C 2.8283 -1.8210 3.2780 -0.909
C 1.3616 -1.3797 3.0429 1.029
C 0.3363 -1.7113 4.1379 0.058
F 0.2209 -3.0164 4.3896 -0.198
F -0.8958 -1.2857 3.7491 -0.229
F 0.9549 -1.8413 1.8361 -0.167
F 1.3691 -0.0133 2.9337 -0.356
O 3.2836 -3.0405 2.6697 -0.390
C 3.0374 -4.2769 3.2890 0.701
C 2.0592 -5.1358 2.4793 0.189
F 0.9111 -4.4759 2.2303 -0.167
F 1.7428 -6.2592 3.1561 -0.259
F 2.6536 -4.0858 4.5601 -0.275
F 4.2157 -4.9139 3.3528 -0.288
H 3.4418 -1.0601 2.7910 0.421
H 3.1057 -1.7697 4.3316 0.364
H 0.5899 -1.2017 5.0717 0.258
H 2.4996 -5.4209 1.5216 0.259
C 1.9463 5.9183 -2.2219 -0.757
C 2.6377 5.1720 -3.3901 0.898
C 3.9547 4.4376 -3.0955 0.265
F 4.9231 5.2392 -2.6359 -0.235
F 4.4343 3.8744 -4.2299 -0.272
F 2.7817 6.0281 -4.4193 -0.264
F 1.7522 4.2152 -3.8106 -0.298
O 2.1360 7.3370 -2.0735 -0.417
C 3.2631 7.8468 -1.4061 0.780
C 4.2121 8.6155 -2.3367 0.206
F 4.6030 7.8834 -3.3920 -0.212
F 5.3275 8.9762 -1.6658 -0.248
F 3.8685 6.8632 -0.7202 -0.287
F 2.7936 8.7033 -0.4827 -0.289
H 0.8774 5.8385 -2.4305 0.426
H 2.0857 5.4016 -1.2706 0.338
H 3.7966 3.6366 -2.3668 0.124
H 3.7251 9.5163 -2.7160 0.232
C -5.1842 -5.2829 -1.2952 -0.727
C -6.1403 -4.5115 -0.3511 0.892
C -6.1523 -2.9767 -0.4362 0.067
F -4.9601 -2.4053 -0.1797 -0.175
F -7.0149 -2.4718 0.4777 -0.272
F -5.9221 -4.9221 0.9154 -0.265
F -7.3995 -4.9162 -0.6691 -0.316
O -3.9071 -5.7352 -0.7968 -0.389
C -2.7990 -4.8795 -0.7682 0.772
C -2.3487 -4.5441 0.6601 0.246
F -3.3394 -4.0306 1.4071 -0.221
F -1.3558 -3.6212 0.6343 -0.227
F -3.0378 -3.7898 -1.5214 -0.280
F -1.7976 -5.5368 -1.3796 -0.292
H -5.7007 -6.2178 -1.5189 0.400
H -5.0775 -4.7855 -2.2601 0.335
H -6.4826 -2.6490 -1.4258 0.243
H -1.9803 -5.4391 1.1654 0.172

Record 5
49
Properties=species:S:1:pos:R:3:mulliken_charge:R:1 method="wB97M-V/def2-TZVPD" de_lowest_kcal_mol=8.3 multiplicity=1 gap_ha=0.3472 total_charge=0
C -3.3616 2.7376 -3.2045 -1.514
C -2.6277 1.6944 -2.3720 0.316
C -1.2129 1.4684 -2.9135 -1.168
N -0.4536 0.4575 -2.1921 0.344
C -0.0822 -0.7832 -2.8359 -1.542
C -0.9109 -2.0028 -2.3627 0.317
C -2.3524 -2.0215 -2.9083 -0.698
C -3.2039 -2.3214 -1.6736 -0.724
C -2.3272 -1.7695 -0.5511 -0.313
O -0.9986 -2.0501 -0.9466 -0.413
C -0.0440 0.7845 -0.9473 0.303
O -0.3544 1.8354 -0.4113 -0.680
C 0.8029 -0.1817 -0.1953 0.674
C 0.6588 -0.4421 1.1933 0.001
C 1.6904 -1.2885 1.4708 0.045
C 2.1295 -1.9559 2.7345 -0.825
O 1.9190 -1.1560 3.8731 -0.409
C 2.6221 0.0024 3.9998 0.223
C 3.5875 0.4738 3.1176 -0.172
C 4.2489 1.6673 3.3592 -0.900
C 3.9442 2.3955 4.4906 0.399
F 4.5882 3.5538 4.7286 -0.326
C 2.9892 1.9627 5.3956 -0.587
C 2.3427 0.7740 5.1357 0.565
F 1.4134 0.3371 6.0036 -0.303
O 2.4079 -1.4971 0.3536 -0.212
N 1.8488 -0.8094 -0.6680 -0.708
H -4.3611 2.9009 -2.8099 0.403
H -2.8268 3.6839 -3.1848 0.336
H -3.4498 2.4142 -4.2403 0.340
H -2.5508 2.0356 -1.3397 0.327
H -3.1911 0.7599 -2.3821 -0.006
H -0.6676 2.4150 -2.8307 0.472
H -1.2551 1.1809 -3.9660 0.390
H 0.9701 -0.9817 -2.6228 0.693
H -0.2077 -0.6759 -3.9148 0.428
H -0.3625 -2.9019 -2.6730 0.488
H -2.4735 -2.7716 -3.6871 0.401
H -2.6088 -1.0495 -3.3260 0.161
H -4.1837 -1.8509 -1.7056 0.342
H -3.3296 -3.3972 -1.5501 0.338
H -2.4906 -2.2547 0.4122 0.384
H -2.4727 -0.6866 -0.4349 0.124
H -0.0913 -0.0607 1.8512 0.625
H 3.1810 -2.2593 2.6410 0.387
H 1.5219 -2.8496 2.9130 0.353
H 3.8379 -0.0803 2.2283 0.405
H 4.9948 2.0298 2.6708 0.439
H 2.7529 2.5347 6.2776 0.473

Record 6
50
Properties=species:S:1:pos:R:3:mulliken_charge:R:1 method="wB97M-V/def2-TZVPD" multiplicity=1 gap_ha=0.3205 total_charge=0
C 4.5057 0.0107 -1.8222 -1.158
C 3.5607 -1.0329 -2.0590 0.356
N 3.9298 -2.2695 -2.2860 -0.634
O 3.0160 -3.1106 -2.5158 -0.128
C 1.9826 -2.2783 -2.5318 -0.265
C 2.3065 -1.1795 -2.1671 0.367
H 1.7139 -0.4274 -1.9428 0.852
C 0.5313 -3.1330 -2.6594 -1.578
N -0.2771 -2.9718 -1.4759 -0.058
C -1.3863 -2.2313 -1.4901 0.735
O -1.9766 -2.1008 -2.6152 -0.746
C -2.2857 -2.0415 -0.3936 -0.901
H -3.0767 -1.4996 -0.6881 0.725
H -2.4156 -2.8974 0.4270 0.152
C -1.5929 -0.7699 0.4627 1.047
N -2.2995 -0.6002 1.7871 0.181
C -3.4645 0.2631 1.4162 -0.527
C -3.3202 1.3883 0.5144 -0.836
N -2.4274 1.3316 -0.4080 0.086
C -1.3045 0.2405 -0.2792 -0.305
O -0.2996 0.4397 -1.1251 -0.702
H -2.0857 1.8334 -0.9960 -0.052
H -3.3217 2.2295 1.1355 0.506
H -4.2762 1.4430 -0.0228 0.389
H -4.4491 -0.4959 0.6216 0.269
H -4.1957 0.5240 2.3021 0.154
C -1.4912 0.1576 2.8490 -1.670
C -1.0979 1.3288 2.5725 1.113
C -1.4302 2.4831 2.9533 0.427
C -0.8627 3.7872 2.6991 -0.607
C 0.2146 3.7575 1.9615 0.653
C 0.9425 2.6272 1.5601 0.002
C 0.2778 1.3667 2.0083 -0.657
H 0.9483 0.5189 1.6942 0.206
F 2.2281 2.5666 1.0915 -0.299
F 0.7498 4.8562 1.7683 -0.320
H -1.4237 4.8281 2.7544 0.250
H -2.4212 2.4402 3.6292 0.111
H -2.3840 0.1492 3.6677 0.492
H -0.9557 -0.8893 3.1580 0.299
H -0.5246 -1.1741 1.1124 -0.077
C 0.4035 -3.6764 -0.0203 -1.217
H 0.9364 -4.4326 -0.3504 0.379
H -0.2595 -3.5596 0.6270 0.451
H 1.0551 -2.7739 0.1147 0.435
H -0.0009 -2.6278 -3.3140 0.763
H 0.8390 -4.1495 -2.6132 0.479
H 5.6168 -0.1698 -1.7061 0.281
H 4.0714 0.5841 -1.0954 0.303
H 4.4409 0.5518 -2.8017 0.273

Record 7
48
Properties=species:S:1:pos:R:3:mulliken_charge:R:1 method="wB97M-V/def2-TZVPD" de_lowest_kcal_mol=0.0 multiplicity=1 gap_ha=0.3436 total_charge=0
C -3.0773 1.0700 1.2346 -1.058
C -2.0534 1.2604 2.3002 -0.182
N -0.7471 0.9879 2.0259 -0.185
C 0.0251 1.2063 3.0281 0.391
C 1.5036 1.0027 3.0089 -0.992
N 1.9107 0.3847 1.7714 -0.205
C 2.4921 1.1098 0.7816 0.052
O 2.9590 2.2121 0.9537 -0.677
C 2.5059 0.3837 -0.5583 0.438
C 3.5689 0.9241 -1.5063 -0.743
C 3.5451 0.1039 -2.7880 -0.603
C 2.1689 -0.2477 -3.3251 0.752
O 2.0476 -0.7584 -4.4247 -0.681
N 1.0985 -0.0217 -2.5288 0.201
C -0.2257 -0.3868 -3.0012 -1.271
C -0.7752 -1.5326 -2.1947 0.283
C -0.0828 -2.7388 -2.1581 -0.485
C -0.5411 -3.7922 -1.3886 -0.628
C -1.6980 -3.6609 -0.6374 -0.634
C -2.3766 -2.4588 -0.6861 0.336
F -3.5048 -2.3107 0.0448 -0.352
C -1.9363 -1.3930 -1.4489 -0.129
C 1.1474 0.6014 -1.2244 -0.382
S -0.8014 1.7717 4.4601 -0.276
C -2.2942 1.6937 3.5712 0.974
C -3.5934 2.0673 4.1920 -1.259
H -2.6485 1.3472 0.2748 0.207
H -3.3871 0.0268 1.1880 0.141
H -3.9524 1.6830 1.4304 0.396
H 1.8106 0.3887 3.8634 0.407
H 2.0207 1.9672 3.0692 0.382
H 1.4032 -0.4497 1.5193 0.330
H 2.6628 -0.6875 -0.3930 0.225
H 3.3580 1.9747 -1.7104 0.274
H 4.5557 0.8722 -1.0441 0.397
H 4.0827 0.6119 -3.5905 0.361
H 4.0523 -0.8531 -2.6299 0.245
H -0.8869 0.4833 -2.9406 0.372
H -0.1091 -0.6817 -4.0485 0.467
H 0.8164 -2.8433 -2.7462 0.471
H 0.0022 -4.7246 -1.3711 0.416
H -2.0737 -4.4677 -0.0287 0.461
H -2.5022 -0.4747 -1.4602 0.458
H 0.3450 0.1787 -0.6104 0.253
H 0.9649 1.6815 -1.3173 0.058
H -3.4547 2.3140 5.2410 0.375
H -4.3018 1.2427 4.1163 0.308
H -4.0238 2.9326 3.6866 0.310

Record 8
53
Properties=species:S:1:pos:R:3:mulliken_charge:R:1 method="wB97M-V/def2-TZVPD" de_lowest_kcal_mol=0.0 multiplicity=1 gap_ha=0.3491 total_charge=0
C -1.8142 1.2943 2.0484 -0.959
C -1.6588 -0.2179 2.0690 0.015
O -1.7400 -0.7624 0.7535 -0.377
C -0.6000 -1.1862 0.1863 0.816
O 0.4872 -1.1892 0.7267 -0.841
N -0.8303 -1.6948 -1.0458 0.282
C -2.0888 -1.4903 -1.7333 -0.452
C -1.8672 -1.6549 -3.2438 -1.227
N -0.6095 -1.0622 -3.6262 0.170
C -0.3842 0.1105 -4.2510 0.572
O 0.7459 0.4769 -4.5111 -0.639
C -1.5738 1.0020 -4.6070 -0.631
S -1.0307 2.7190 -4.2723 -0.227
C -0.4791 2.3580 -2.6766 0.312
N -0.9915 1.4408 -1.9157 -0.804
N -0.2041 1.3670 -0.8262 0.528
C 0.7370 2.2392 -0.9672 0.477
C 1.8786 2.4428 -0.0442 -0.888
N 1.8930 1.4288 0.9759 0.009
C 1.8509 1.7696 2.2850 0.157
O 1.8674 2.9217 2.6746 -0.694
C 1.7783 0.6062 3.2177 0.537
C 1.0298 0.7391 4.3837 -0.441
C 0.9015 -0.3121 5.2717 -0.663
C 1.5372 -1.5160 5.0139 -0.414
C 2.3160 -1.6606 3.8793 -0.679
C 2.4293 -0.6032 2.9956 0.749
F 3.2347 -0.7563 1.9273 -0.393
O 0.6148 2.9226 -2.1321 -0.403
C 0.5521 -1.7487 -3.0785 -0.792
C 0.1934 -2.4260 -1.7496 -0.815
H -1.0202 1.7375 1.4549 0.039
H -1.7621 1.6799 3.0622 0.408
H -2.7706 1.5665 1.6096 0.359
H -2.4736 -0.6825 2.6329 0.302
H -0.6996 -0.5025 2.5131 -0.003
H -2.4251 -0.4761 -1.5084 0.354
H -2.8462 -2.2034 -1.3842 0.483
H -1.8213 -2.7180 -3.5056 0.338
H -2.6936 -1.2135 -3.7972 0.490
H -1.7878 0.9554 -5.6739 0.393
H -2.4668 0.8162 -4.0187 0.372
H 2.8081 2.4302 -0.6296 0.360
H 1.8065 3.4145 0.4636 0.454
H 1.6760 0.4748 0.7080 0.140
H 0.5517 1.6884 4.5713 0.505
H 0.3086 -0.1935 6.1656 0.413
H 1.4380 -2.3414 5.7025 0.405
H 2.8377 -2.5805 3.6675 0.469
H 0.9227 -2.4921 -3.7934 0.285
H 1.3335 -0.9984 -2.9380 0.477
H 1.0711 -2.4704 -1.1032 0.339
H -0.1621 -3.4487 -1.9269 0.333

Number 1: largest force on an atom 0.531 eV/A. Number 2: largest force on an atom 0.752 eV/A. Number 3: largest force on an atom 2.417 eV/A. Number 4: largest force on an atom 2.193 eV/A. Number 5: largest force on an atom 1.208 eV/A. Number 6: largest force on an atom 17.352 eV/A. Number 7: largest force on an atom 0.905 eV/A. Number 8: largest force on an atom 1.492 eV/A.